1.
Computed, not measured: C12H25ClFeI2NP2 as an isolated structure, with the ωB97M-V functional and the def2-TZVPD basis.

Output
- LUMO level (spin up / spin down) (eV) = -6.45 / -10.90
- expectation value of S² = 8.78
- net charge = +2
- 2S+1 = 6

XYZ file:
```
44
Properties=species:S:1:pos:R:3:lowdin_charge:R:1
I 3.63492 3.55039 -1.53623 -0.023
I 5.03579 1.20922 -1.78431 0.035
Fe -0.70804 0.43484 0.19750 0.198
P 0.62094 0.12191 2.24328 0.713
C 2.28328 0.85760 2.34976 -0.269
C -0.29108 0.87124 3.67118 -0.260
H 0.17284 0.39792 4.56530 0.064
H 1.14658 -1.59438 3.91429 0.066
H -1.36288 0.63166 3.61475 0.032
H 0.06603 -2.23887 2.63876 0.027
H 2.24504 1.88871 1.95310 0.040
H -0.19437 1.96938 3.72949 0.048
C 0.93893 -1.59370 2.82927 -0.248
H 2.60657 0.88309 3.41060 0.071
H 1.81552 -2.00844 2.30753 0.061
H 3.00130 0.26398 1.76079 0.054
P -0.85562 -0.27716 -2.15137 0.712
C 0.37147 0.33706 -3.34837 -0.269
C -0.86321 -2.07959 -2.52460 -0.248
H -3.28312 0.13159 -2.11238 0.031
H -2.62932 -0.36304 -3.73925 0.065
H -2.48806 1.34995 -3.14257 0.049
C -2.47694 0.28500 -2.84572 -0.261
H -1.41066 -2.63691 -1.74736 0.027
H -1.34837 -2.26663 -3.49924 0.066
H -0.00480 0.17077 -4.37848 0.071
H 1.32956 -0.19165 -3.21695 0.055
H 0.17182 -2.45208 -2.57480 0.061
H 0.52183 1.41954 -3.18257 0.040
Cl -1.95695 -1.26804 0.77393 0.039
N -1.72793 2.35798 0.36685 0.082
C -3.07958 2.52590 0.79964 -0.226
C -4.10359 2.42091 -0.15525 0.030
C -5.40897 2.19352 0.30120 0.020
C -5.67768 2.16448 1.68260 0.038
C -4.65536 2.36965 2.61364 0.022
C -3.32803 2.60003 2.17531 0.040
H -1.55506 2.64479 -0.60232 0.126
H -1.02934 2.78535 0.99129 0.130
H -3.88370 2.52328 -1.22704 0.131
H -6.22570 2.02234 -0.40759 0.141
H -6.69005 1.92494 2.03197 0.149
H -4.87889 2.33091 3.68609 0.141
H -2.53096 2.83296 2.88497 0.127
```

---

2.
Computed, not measured: C12H25ClNO2P2Ti as an isolated structure, with the ωB97M-V functional and the def2-TZVPD basis.

Output
- LUMO level (spin up / spin down) (eV) = -7.62 / -7.35
- expectation value of S² = 0.75
- net charge = +2
- 2S+1 = 2

XYZ file:
```
44
Properties=species:S:1:pos:R:3:lowdin_charge:R:1
Ti 0.25175 1.22733 -0.37196 0.432
P -2.09625 0.95645 -0.73496 0.827
C -2.12668 1.79243 -2.38000 -0.234
C -0.80090 1.85367 -3.09759 -0.269
N 0.31781 1.52610 -2.41651 -0.044
C 1.53138 1.50032 -3.01210 -0.286
C 1.66609 1.92860 -4.32264 0.023
C 0.53608 2.31162 -5.03735 0.026
C -0.70899 2.25853 -4.42039 0.026
C 2.71479 1.02056 -2.20820 -0.250
P 2.29651 0.02649 -0.69805 0.797
H -1.62896 2.53475 -4.93513 0.143
H 2.66641 1.94180 -4.75580 0.142
H 0.62541 2.64431 -6.06960 0.139
H 3.34115 0.35963 -2.82902 0.108
H 3.35155 1.87211 -1.90501 0.123
H -2.81216 1.30109 -2.93312 0.065
H -2.51551 2.81355 -2.21581 0.122
H -1.09471 -4.29770 -3.35936 -0.010
O -1.16121 -3.39395 -3.41647 -0.034
H -1.37786 -3.21876 -4.34786 0.056
H -1.08873 -2.68267 2.44183 0.069
O -0.68734 -1.69884 1.51706 -0.186
H 0.23878 -1.75836 1.20065 0.072
C 2.44932 -1.67512 -1.30448 -0.214
H 3.08407 -1.69592 -2.20082 0.067
H 2.90158 -2.29486 -0.51780 0.067
H 1.45815 -2.07304 -1.56312 0.051
C 3.70008 0.27642 0.42052 -0.220
H 3.76386 -0.59198 1.09029 0.066
H 4.63901 0.38432 -0.14062 0.078
H 3.52498 1.17771 1.02286 0.054
C -3.32783 1.84932 0.23575 -0.204
H -3.70874 2.71109 -0.32726 0.068
H -4.15100 1.17018 0.48984 0.068
H -2.85092 2.20709 1.15636 0.056
C -2.78910 -0.68325 -1.03896 -0.209
H -2.36752 -1.37639 -0.29805 0.039
H -3.87977 -0.64043 -0.92028 0.073
H -2.52387 -1.04760 -2.03986 0.058
Cl 0.70795 3.14413 0.62742 0.138
C -0.66018 -1.85289 2.93229 -0.086
H 0.30490 -2.07364 3.39370 0.100
H -1.37747 -1.21441 3.43871 0.091
```

---

3.
Computed, not measured: C12H25F3NO2P2Rh as an isolated structure, with the ωB97M-V functional and the def2-TZVPD basis.

Output
- LUMO level (spin up / spin down) (eV) = -0.06 / -0.10
- expectation value of S² = 6.02
- 2S+1 = 5

XYZ file:
```
46
Properties=species:S:1:pos:R:3:lowdin_charge:R:1
C -0.15690 2.22570 1.63586 -0.100
C 0.57684 1.12479 1.18185 -0.399
N 0.96889 1.06295 -0.10201 -0.082
C 0.64593 2.03161 -0.97645 -0.364
C 0.04607 3.21014 -0.53238 -0.105
C -0.39265 3.29574 0.78112 -0.136
C 0.92618 0.00409 2.15643 -0.278
P -0.53452 -0.95105 2.67053 0.948
Rh 1.98474 -0.66473 -0.87634 0.647
P 1.18033 -0.00643 -2.74163 0.668
C 0.90272 1.79323 -2.44846 -0.265
O -4.63801 0.51994 2.95313 -0.057
O -2.25324 0.77816 -0.46606 -0.087
H -0.53230 2.20972 2.66095 0.097
H -0.10593 4.01024 -1.25736 0.096
H -0.93346 4.17534 1.12933 0.089
C -0.56460 -2.45604 1.69401 -0.207
C -0.45486 -1.33304 4.42369 -0.217
H 0.06145 2.14599 -3.06025 0.087
H 1.80638 2.32887 -2.77731 0.096
H 1.30878 0.43166 3.04480 0.064
H 1.67383 -0.69128 1.72925 0.063
C 2.16742 -0.17153 -4.23868 -0.256
C -0.46614 -0.67183 -3.11936 -0.246
H -1.72872 -0.23583 2.44435 0.054
H -3.09748 0.75276 0.02008 0.038
H -5.34314 0.09212 3.40472 0.013
H -4.84148 1.46874 3.02208 0.050
H 3.49685 -0.22878 -0.96862 -0.063
H -2.49504 1.20616 -1.34632 0.080
H -1.04488 -3.24879 2.28472 0.054
H -1.14719 -2.26555 0.78242 0.062
H 0.45285 -2.76064 1.41271 0.050
H 0.53155 -1.08362 4.83791 0.060
H -1.22639 -0.74717 4.94114 0.056
H -0.65960 -2.40151 4.57133 0.052
H -0.85807 -0.19273 -4.02555 0.044
H -0.36303 -1.75084 -3.28304 0.038
H -1.14500 -0.49343 -2.27468 0.021
H 2.05347 0.71909 -4.86824 0.041
H 3.21870 -0.29320 -3.95840 0.038
H 1.83503 -1.06156 -4.78476 0.048
F 3.04101 -2.79299 -2.44629 -0.009
C 2.25651 -2.59054 -1.33016 -0.726
F 1.03141 -3.19910 -1.60201 -0.042
F 2.81568 -3.29485 -0.29808 -0.016
```

---

4.
Computed, not measured: C12H25F3NO5P2RuS as an isolated structure, with the ωB97M-V functional and the def2-TZVPD basis.

Output
- LUMO level (spin up / spin down) (eV) = -3.59 / -6.85
- expectation value of S² = 6.01
- net charge = +1
- 2S+1 = 5

XYZ file:
```
50
Properties=species:S:1:pos:R:3:lowdin_charge:R:1
C -2.18028 2.42311 -2.94633 -0.004
C -1.60710 1.93139 -1.77764 -0.293
N -0.70825 0.92519 -1.85586 -0.077
C -0.14269 0.58238 -3.03513 -0.300
C -0.54247 1.21182 -4.22038 0.010
C -1.61642 2.10283 -4.17474 -0.004
C -1.92530 2.56939 -0.43338 -0.243
P -1.22273 1.59338 0.93671 0.702
Ru 0.00225 0.06664 -0.08835 0.979
P 1.29368 -1.22488 -1.42758 0.742
C 0.99461 -0.40414 -3.05786 -0.243
O -6.37688 -0.88183 -1.03637 -0.068
O -1.77961 -2.43478 -1.95018 -0.089
H -3.00368 3.13024 -2.81599 0.132
H 0.00758 0.96392 -5.12924 0.134
H -1.98419 2.57536 -5.09096 0.132
C -0.35282 2.84915 1.92064 -0.226
C -2.55040 1.03385 2.04660 -0.222
H 0.84991 -1.18752 -3.81538 0.112
H 1.94183 0.10160 -3.30320 0.112
H -2.98284 2.73509 -0.27158 0.101
H -1.46741 3.57070 -0.36324 0.113
C 3.08556 -1.26143 -1.17390 -0.237
C 0.96374 -2.97569 -1.72238 -0.221
H -1.07443 -1.10052 0.39415 0.010
H -1.89509 -1.84915 -1.18045 -0.015
H -6.07856 -0.62292 -0.15008 0.028
H -6.62610 -0.05606 -1.48608 0.039
H 1.27609 1.04222 -0.10962 0.018
H -2.33371 -2.14029 -2.69033 0.070
H -1.06805 3.59637 2.29611 0.068
H 0.15527 2.33415 2.74705 0.059
H 0.39540 3.31700 1.26930 0.058
H -3.00332 1.88287 2.58833 0.069
H -3.30608 0.49476 1.45513 0.049
H -2.08901 0.33002 2.76201 0.065
H 1.69780 -3.40052 -2.40582 0.072
H 1.02864 -3.47052 -0.75321 0.058
H -0.04588 -3.07140 -2.11548 0.013
H 3.57980 -1.48313 -2.12758 0.066
H 3.41417 -0.29877 -0.77281 0.045
H 3.30010 -2.04136 -0.43321 0.057
F 2.99781 -2.11647 4.55518 0.130
C 1.94981 -1.37567 4.12635 -0.601
F 0.79841 -1.98983 4.49058 0.116
F 1.99787 -0.15947 4.72246 0.114
S 1.98947 -1.15971 2.25293 0.506
O 3.28265 -0.56799 1.96105 -0.294
O 1.71093 -2.47559 1.69773 -0.319
O 0.83584 -0.19985 2.10632 -0.522
```

---

5.
Computed, not measured: C12H25F3NO5P2SSc as an isolated structure, with the ωB97M-V functional and the def2-TZVPD basis.

Output
- LUMO level (eV) = 0.34
- 2S+1 = 1

XYZ file:
```
50
Properties=species:S:1:pos:R:3:lowdin_charge:R:1
C -0.73290 0.59760 -3.58430 -0.037
C -0.83954 0.18888 -2.24050 -0.322
N -0.07049 0.77663 -1.28572 0.043
C 0.78558 1.74674 -1.61215 -0.298
C 0.87010 2.22096 -2.93612 -0.042
C 0.07659 1.67215 -3.93815 -0.053
C -1.75809 -0.92922 -1.93421 -0.372
P -2.31484 -1.03393 -0.26820 0.793
Sc -0.18222 -0.07138 0.96822 0.521
P 2.08382 1.32543 0.82586 0.719
C 1.71713 2.41465 -0.58434 -0.290
O -0.59089 -3.07034 -2.54033 -0.067
O 0.78378 -3.45201 -0.60789 -0.110
H -1.36422 0.07561 -4.31523 0.118
H 1.54485 3.02009 -3.13791 0.098
H 0.13419 2.02734 -4.98722 0.120
C -3.65959 0.16413 -0.13106 -0.253
C -3.15280 -2.61522 -0.01797 -0.239
H 2.65371 2.70221 -1.10841 0.101
H 1.21748 3.29821 -0.12866 0.097
H -1.05435 -1.99162 -2.34752 0.017
H -2.64430 -0.98878 -2.57990 0.095
C 2.69603 2.53509 2.03379 -0.265
C 3.75484 0.69889 0.23489 -0.281
H 0.90830 -2.40476 -0.24335 0.002
H 0.16105 -3.86489 -0.00552 0.058
H 0.15547 -3.31993 -1.72075 0.019
H -0.18654 -3.01092 -3.41769 0.086
H 0.47910 1.56015 1.59112 -0.060
H 0.81615 -1.39586 0.13582 -0.018
H -4.58041 -0.25675 -0.56074 0.049
H -3.82101 0.41464 0.93385 0.047
H -3.41321 1.09381 -0.65867 0.052
H -4.06871 -2.66750 -0.62169 0.053
H -2.49371 -3.44977 -0.28065 0.039
H -3.41760 -2.72618 1.04770 0.056
H 4.52468 1.48800 0.15399 0.029
H 4.13709 -0.04779 0.94567 0.034
H 3.68500 0.18280 -0.73463 0.036
H 3.70442 2.90899 1.82513 0.050
H 1.96881 3.34565 2.03662 0.039
H 2.66360 2.05043 3.01582 0.034
F -0.66137 0.78366 5.63184 0.140
C 0.21455 0.43848 4.68470 -0.591
F 0.61247 1.57896 4.02398 0.078
F 1.32211 -0.12454 5.19779 0.134
S -0.60100 -0.83576 3.55642 0.574
O -1.16040 -1.93620 4.25910 -0.225
O -1.52718 -0.01511 2.71753 -0.403
O 0.62442 -1.10169 2.70964 -0.405
```

---

6.
Computed, not measured: a 2-piece molecular cluster, C12H25F3NO6P2 overall, with the ωB97M-V functional and the def2-TZVPD basis.

Output
- LUMO level (eV) = 1.97
- net charge = -1
- 2S+1 = 1

XYZ file:
```
49
Properties=species:S:1:pos:R:3:lowdin_charge:R:1
C -1.06904 -2.41916 -1.68325 -0.141
C -0.92674 -1.08492 -0.92800 -0.437
P 0.57597 -0.07723 -1.35273 0.910
C 2.01123 -1.25200 -1.30688 -0.430
C 2.32052 -1.92138 -2.65973 -0.270
C 3.08210 -3.24777 -2.57297 -0.198
C 2.26906 -4.49115 -2.20290 -0.205
N 1.69709 -4.61774 -0.86219 0.024
C 2.56721 -4.98971 0.20457 -0.500
C 3.22236 -3.89181 1.01428 0.000
O 2.75739 -6.14844 0.46030 0.096
P 0.82719 0.87494 0.58332 0.270
O -0.20286 1.90055 0.75198 -0.289
O 2.36864 1.31337 0.68691 -0.167
O 0.84214 -0.23665 1.74854 -0.169
H -1.37657 -3.20867 -0.99599 0.073
H -0.14761 -2.75489 -2.15227 0.021
H -1.84217 -2.35579 -2.44723 0.073
H -1.75876 -0.42955 -1.18557 0.073
H -0.99017 -1.25070 0.14725 0.055
H 1.92663 -1.96944 -0.48993 0.045
H 2.85936 -0.61372 -1.04625 0.065
H 2.95174 -1.22421 -3.21611 0.104
H 1.42680 -2.04231 -3.27666 0.088
H 3.95945 -3.13286 -1.92813 0.107
H 3.47517 -3.45509 -3.57367 0.109
H 1.44753 -4.58604 -2.91933 0.114
H 2.89682 -5.37423 -2.34265 0.119
H 1.09117 -3.84953 -0.60391 0.086
H 4.04431 -4.31674 1.58445 0.082
H 3.58298 -3.07752 0.38910 0.059
H 2.49660 -3.47188 1.71752 0.092
H 2.54367 2.02776 0.06085 0.082
H -0.01762 -0.20086 2.18867 0.081
C -1.84871 5.10204 2.82165 -0.088
C -2.39473 3.95905 1.96969 -0.310
O -3.79912 3.83862 1.94705 -0.133
C -4.52852 4.69233 0.98011 -0.553
O -4.00938 4.81237 -0.19166 -0.158
C -4.80858 6.08873 1.63439 -0.542
F -5.06519 6.05691 2.97362 0.081
F -5.92833 6.62601 1.07595 0.082
F -3.84179 7.01330 1.46677 0.098
H -2.39561 5.16995 3.76470 0.069
H -0.79169 4.91722 3.03915 0.059
H -1.92046 6.06285 2.31652 0.055
H -2.04140 3.01764 2.40153 0.088
H -1.99928 4.00823 0.95212 0.097
H -5.53879 4.21014 1.05704 0.131
```